A structure of composition C28H32N6O4PRuS, computed with ωB97M-V/def2-TZVPD.

Cartesian coordinates (Å):
Ru1 -0.26210 0.14036 -0.20802
O1 -1.71027 -4.09678 3.68576
C1 -1.62510 -2.92223 4.28049
O2 -1.82124 -2.74696 5.44945
C2 -1.29421 -1.72487 3.42720
C3 -1.27632 -0.45242 3.95490
N1 -0.95196 0.39555 2.96442
N2 -0.76827 -0.25384 1.80832
C4 -0.96766 -1.54577 2.07751
C5 -0.72781 -2.50340 0.94479
O3 -0.83112 -3.69472 1.11793
O4 -0.32808 -1.92565 -0.15947
H1 -1.54842 -4.03879 2.71832
H2 -1.49014 -0.12668 4.96379
H3 -0.92338 1.40038 3.00117
C6 1.50694 -4.69431 -4.77776
C7 2.29798 -3.60624 -4.02917
C8 2.47902 -4.05155 -2.57771
C9 3.68468 -3.43697 -4.67412
C10 1.54661 -2.28325 -4.12853
C11 1.27614 -1.73021 -5.42663
C12 0.58998 -0.53805 -5.62041
C13 0.14558 0.14819 -4.51540
S1 -0.74787 1.64835 -4.46421
C14 -0.77356 1.52377 -2.71411
N3 -0.06566 0.37218 -2.22419
C15 0.40491 -0.38038 -3.19829
C16 1.11248 -1.60404 -3.03348
C17 -1.41147 2.31295 -1.79239
C18 -2.13918 3.49241 -2.11258
C19 -2.81610 4.16977 -1.12369
C20 -2.80089 3.71136 0.19307
C21 -2.07577 2.55713 0.53347
C22 -1.35787 1.86290 -0.41116
H4 2.03671 -5.64609 -4.70406
H5 1.39152 -4.46365 -5.83900
H6 0.51143 -4.82324 -4.34542
H7 3.00756 -5.00552 -2.55920
H8 1.52033 -4.19267 -2.06954
H9 3.08035 -3.33105 -2.00992
H10 4.24740 -4.36822 -4.58026
H11 4.25332 -2.64165 -4.18287
H12 3.61736 -3.19839 -5.73808
H13 1.61266 -2.26961 -6.30320
H14 0.40240 -0.16688 -6.61976
H15 1.23697 -1.99970 -2.03512
H16 -2.16209 3.84306 -3.13842
H17 -3.37917 5.06104 -1.37208
H18 -3.36316 4.23184 0.95764
H19 -2.13833 2.21824 1.55920
C23 5.18611 -0.31889 1.39792
N4 4.11366 -0.08320 2.48393
C24 4.11500 1.42301 2.82245
N5 3.90190 2.20010 1.65148
C25 4.93061 1.92036 0.64423
N6 4.93613 0.50538 0.26732
C26 3.74594 0.11053 -0.48824
P1 2.19631 0.36520 0.50709
C27 2.75845 -0.54351 2.02486
C28 2.54553 2.08508 1.11297
H20 5.16111 -1.37732 1.14820
H21 6.13840 -0.06973 1.86033
H22 4.37379 -0.60831 3.32044
H23 5.09002 1.63241 3.25860
H24 3.33669 1.58307 3.56445
H25 5.90714 2.18672 1.04613
H26 4.74351 2.52808 -0.23797
H27 3.81095 -0.94376 -0.76122
H28 3.68341 0.67949 -1.41568
H29 2.80937 -1.60977 1.80875
H30 2.04628 -0.39700 2.83627
H31 1.81405 2.35538 1.87571
H32 2.41445 2.78535 0.28847

Cartesian forces (eV/Å) of the 2 atoms listed first:
-0.238 -0.107 0.087
-0.032 0.061 -0.047

Summary:
Frontier orbital gap (alpha / beta) = 0.2134 / 0.2145 Ha
Multiplicity = 6
Total charge = +2
M = 680.713 g/mol
E_HOMO (alpha / beta) = -11.1 / -14.0 eV
Energy = -2549.49715 a.u.
Expectation value of S² = 8.81

For each atom in turn, the Mulliken charge in e is: -0.39, -0.49, 0.36, -0.54, 0.44, -0.29, -0.27, 0.11, -0.48, 0.83, -0.76, -0.48, 0.43, 0.57, 0.14, -1.64, 1.87, -1.76, -1.54, 0.04, -0.52, -1.35, 0.66, -0.32, 0.67, 0.23, -1.12, 0.67, 0.94, -1.16, -0.57, -1.03, 0.04, -0.02, 0.46, 0.36, 0.39, 0.48, 0.45, 0.15, 0.44, 0.33, 0.36, 0.49, 0.44, 0.69, 0.41, 0.43, 0.44, 0.45, -0.78, 0.08, -0.72, 0.20, -0.86, 0.24, -1.32, 2.50, -1.32, -1.40, 0.38, 0.35, 0.35, 0.35, 0.38, 0.32, 0.38, 0.51, 0.46, 0.43, 0.57, 0.42, 0.42

=====

An isolated molecule of C6H11N, computed with ωB97M-V/def2-TZVPD.

Cartesian coordinates (Å):
C1 -2.15212 -0.29873 -2.63956
C2 -1.27989 -0.19510 -1.69011
C3 -1.64119 0.44632 -0.39028
N1 -0.74623 -0.39382 0.58319
C4 0.63075 0.16590 0.69254
C5 1.43983 -0.44242 1.63840
C6 2.80194 0.05552 1.57990
H1 -3.17703 0.15819 -2.45250
H2 -2.03325 -0.78137 -3.53369
H3 -0.27944 -0.54710 -1.78253
H4 -1.23058 1.41607 -0.43797
H5 -2.66110 0.38545 -0.09358
H6 -1.36353 -0.46072 1.46693
H7 0.91252 1.01534 0.03237
H8 1.05437 -1.24949 2.19594
H9 3.51121 -0.66645 1.14284
H10 2.98965 0.99131 1.07947
H11 3.22409 0.40111 2.60865

Cartesian forces (eV/Å) of the 2 atoms listed first:
-3.185 1.437 0.823
-0.510 0.539 0.618

Summary:
SMILES = C=CCN/C=C/C
Frontier orbital gap = 0.3360 Ha
Energy above the lowest of the compared OMol25 structures with the same formula, charge and spin = 3.038 eV
Total charge = 0
M = 97.161 g/mol
E_HOMO = -8.0 eV
Energy = -289.86003 a.u.

For each atom in turn, the Mulliken charge in e is: -0.75, 0.00, -0.64, -0.45, -0.23, -0.09, -1.03, 0.17, 0.33, 0.29, 0.26, 0.47, 0.26, 0.19, 0.41, 0.24, 0.30, 0.26

=====

A cluster of 7 separate species, C18H24FN9O4S in total, computed with ωB97M-V/def2-TZVPD.

Cartesian coordinates (Å):
O1 1.44678 0.01767 -0.87058
N1 0.26433 -0.02077 -1.06714
O2 -0.31182 0.20614 0.14536
C1 -1.65860 -0.30696 0.21438
N2 -1.80122 -1.62680 0.89616
C2 -1.05436 -2.72066 0.20187
C3 -1.79822 -3.74472 -0.69498
C4 -0.80297 -4.72641 -1.30932
C5 0.66722 -4.61102 -0.99857
N3 1.38027 -3.73138 -0.15617
C6 0.43649 -2.83844 0.38865
S1 -1.46306 -1.56200 2.57413
O3 -1.29103 -2.93919 3.16949
O4 -0.24704 -0.77545 2.94540
F1 -2.78821 -0.84349 3.31442
H1 -2.08625 -0.43072 -0.84516
H2 -2.39274 0.40885 0.73664
H3 -2.91256 -3.74389 -0.88268
H4 -1.17454 -5.54542 -2.00274
H5 1.34085 -5.37088 -1.53612
H6 0.89771 -2.06084 1.09890
C7 -3.80613 -1.36890 -3.66995
C8 -4.14657 -1.47560 -2.21683
N4 -4.41408 -1.55936 -1.07520
H7 -2.87140 -0.81885 -3.79212
H8 -3.69055 -2.36524 -4.09926
H9 -4.60263 -0.83944 -4.19434
C9 2.98854 2.99003 -2.73846
C10 1.80509 2.63961 -3.58568
N5 0.87638 2.36513 -4.25011
H10 3.90458 2.64322 -3.21842
H11 3.04323 4.07141 -2.60626
H12 2.89786 2.51626 -1.76044
C11 3.13872 0.78277 2.30470
C12 3.60895 1.74281 1.25753
N6 3.96956 2.49125 0.42807
H13 3.18242 1.25509 3.28712
H14 2.10944 0.48377 2.09774
H15 3.77439 -0.10379 2.30654
C13 5.68874 5.00344 1.97587
C14 6.88200 5.22859 2.85102
N7 7.81770 5.40507 3.53737
H16 5.02341 5.86644 2.02673
H17 6.00759 4.86012 0.94286
H18 5.14752 4.11691 2.30665
C15 -0.27981 -1.81484 6.28805
C16 0.86877 -1.59629 7.22238
N8 1.77003 -1.42461 7.95483
H19 -0.94591 -0.95116 6.31032
H20 0.08989 -1.95308 5.27153
H21 -0.83811 -2.70278 6.58739
C17 -5.37532 2.17611 -5.88289
C18 -6.05384 1.40209 -4.79615
N9 -6.59947 0.79696 -3.93660
H22 -4.53481 1.60314 -6.27703
H23 -6.08040 2.37633 -6.69071
H24 -5.00683 3.12380 -5.48820

Cartesian forces (eV/Å) of the 2 atoms listed first:
-1.716 0.091 -1.518
3.104 -0.234 0.593

Summary:
SMILES = O=NOCN(c1cccnc1)S(=O)(=O)F.CC#N.CC#N.CC#N.CC#N.CC#N.CC#N
Frontier orbital gap = 0.3362 Ha
Total charge = 0
M = 481.514 g/mol
E_HOMO = -10.1 eV
Energy = -1991.79518 a.u.

For each atom in turn, the Mulliken charge in e is: -0.32, 0.11, 0.01, -0.33, 0.24, 0.22, -0.53, -0.50, -0.19, -0.56, 0.11, 1.12, -0.56, -0.49, -0.30, 0.12, 0.33, 0.51, 0.32, 0.32, 0.28, -0.70, 0.47, -0.45, 0.29, 0.31, 0.10, -0.29, 0.29, -0.43, 0.26, 0.29, -0.09, -0.42, 0.33, -0.43, 0.33, -0.06, 0.29, -0.49, 0.28, -0.37, 0.28, 0.25, 0.03, -0.42, 0.22, -0.39, 0.26, 0.02, 0.31, -0.74, 0.40, -0.42, 0.28, 0.27, 0.27

=====

A structure of composition C4H12CrN3O15S2, computed with ωB97M-V/def2-TZVPD.

Cartesian coordinates (Å):
Cr1 -0.91512 -0.65658 0.04767
C1 0.93205 -1.90761 2.19386
O1 -0.32972 -2.09098 1.60858
H1 1.01961 -2.69177 2.95999
H2 1.76031 -1.91471 1.46926
H3 0.90523 -0.87748 2.59141
S1 -2.22456 -3.25807 -1.43911
O2 -1.74857 -3.95547 -2.66769
O3 -3.58955 -2.83421 -1.85097
O4 -2.17358 -4.12107 -0.28054
O5 -1.40052 -2.03191 -1.21756
S2 -3.77190 -0.96455 1.76400
O6 -5.04692 -0.86907 1.04008
O7 -2.68247 -0.32753 1.02712
O8 -4.22226 -0.11753 2.91516
O9 -3.43580 -2.31009 2.11856
C2 0.71306 3.44003 0.94112
N1 -0.22039 2.46047 1.59372
O10 -0.32042 1.38694 1.05501
O11 -0.66038 2.72510 2.69085
H4 1.25719 4.05710 1.64644
H5 0.04630 4.08439 0.35430
H6 1.32218 3.07634 0.11618
C3 0.60769 2.07448 -2.99628
N2 -0.42932 1.02835 -2.90586
O12 -0.70799 0.58639 -1.79804
O13 -0.95867 0.60240 -3.91270
H7 1.61995 1.73159 -3.17967
H8 0.50339 2.66357 -2.08915
H9 0.28759 2.70673 -3.82625
C4 3.91261 -0.70005 0.02777
N3 2.83167 0.32377 -0.09530
O14 1.71782 -0.00924 -0.64118
O15 3.03984 1.41753 0.54908
H10 3.78941 -1.17762 1.00280
H11 4.87163 -0.18214 -0.00657
H12 3.70060 -1.36752 -0.80607

Cartesian forces (eV/Å) of the 2 atoms listed first:
-1.837 -3.677 2.509
-1.355 1.015 -0.774

Summary:
Frontier orbital gap (alpha / beta) = 0.1204 / 0.1199 Ha
Multiplicity = 5
Total charge = -3
M = 458.276 g/mol
E_HOMO (alpha / beta) = 2.6 / 2.6 eV
Energy = -3292.83916 a.u.
Expectation value of S² = 6.27

For each atom in turn, the Mulliken charge in e is: 1.31, -0.36, -0.31, 0.29, -0.03, 0.17, 1.09, -0.77, -0.73, -0.69, -0.54, 0.98, -0.75, -0.54, -0.79, -0.67, -0.87, 0.79, -0.13, -0.51, 0.30, 0.34, 0.21, -0.60, 0.66, -0.12, -0.50, 0.22, 0.06, 0.37, -0.94, 0.63, -0.51, -0.81, 0.24, 0.28, 0.27

=====

A cluster of 13 separate species, C4H34N2O13S in total, computed with ωB97M-V/def2-TZVPD.

Cartesian coordinates (Å):
O1 -1.49484 -0.90183 0.17489
C1 -0.50831 -0.07538 0.35084
N1 -0.34461 0.37057 1.66005
C2 0.80278 1.17365 2.13398
C3 2.02065 0.28307 1.97166
S1 3.73650 0.91627 2.21961
C4 0.21151 0.50889 -0.66127
N2 0.16609 0.10347 -2.04998
H1 -0.75156 -0.21525 2.36885
H2 0.81748 2.06111 1.51261
H3 0.70830 1.52766 3.15907
H4 1.92891 -0.14361 0.97736
H5 2.11086 -0.47473 2.75188
H6 3.63025 2.18722 1.80405
H7 0.79765 1.36388 -0.40824
H8 -0.08937 0.93847 -2.57150
H9 0.95927 -0.42250 -2.43504
H10 -0.56023 -0.61511 -2.20901
H11 -0.35792 -2.89384 -2.02925
H12 -1.87180 -2.91657 -2.49088
O2 -0.99569 -2.54293 -2.65960
H13 2.12991 -2.00183 -3.03940
H14 2.99531 -1.13284 -2.00603
O3 2.23933 -1.18293 -2.60280
H15 -2.63697 -4.26840 -0.20566
H16 -2.94859 -2.86933 -0.80345
O4 -2.85073 -3.79751 -1.01741
H17 0.08374 5.27920 -1.08329
H18 -0.49728 3.94880 -0.65746
O5 0.13767 4.31961 -1.31691
H19 -2.79156 3.48884 -0.25769
H20 -1.85899 2.70831 0.64210
O6 -2.04030 3.60860 0.34874
H21 -1.13583 2.66560 -3.03317
H22 -2.35962 2.11931 -3.77830
O7 -1.42137 1.93980 -3.62357
H23 -1.63881 -2.21699 2.91005
H24 -0.58497 -2.58093 4.10023
O8 -0.94397 -1.85684 3.52802
H25 0.49691 -2.25573 2.31953
H26 1.62741 -3.31209 2.11474
O9 0.72249 -3.07834 1.84348
H27 -2.14485 -2.26023 1.05552
H28 -1.27272 -3.57676 1.30654
O10 -2.04656 -3.10096 1.58195
H29 3.05777 3.32766 -0.45518
H30 1.57809 3.79787 -0.29423
O11 2.37741 3.51511 0.21104
H31 -4.31186 1.79069 -1.82246
H32 -2.96868 1.48669 -1.15465
O12 -3.42651 2.18133 -1.69090
H33 1.37050 -1.87357 -0.98897
H34 0.95552 -2.88526 0.13277
O13 1.23388 -2.81127 -0.80065

Cartesian forces (eV/Å) of the 2 atoms listed first:
0.843 0.163 -0.162
-2.222 -0.315 -0.080

Summary:
Frontier orbital gap = 0.2761 Ha
Energy above the lowest of the compared OMol25 structures with the same formula, charge and spin = 2.867 eV
Total charge = 0
M = 350.384 g/mol
E_HOMO = -7.4 eV
Energy = -1658.60302 a.u.

For each atom in turn, the Mulliken charge in e is: -0.95, 0.81, -0.16, -0.67, 0.23, -0.26, -1.84, 0.37, 0.34, 0.19, 0.48, -0.12, 0.17, 0.09, 0.79, 0.39, 0.18, 0.30, 0.42, 0.31, -0.68, 0.31, 0.29, -0.67, 0.32, 0.31, -0.68, 0.34, 0.47, -0.72, 0.39, 0.31, -0.78, 0.29, 0.31, -0.70, 0.47, 0.27, -0.78, 0.34, 0.29, -0.70, 0.44, 0.36, -0.82, 0.31, 0.29, -0.59, 0.28, 0.37, -0.66, 0.12, 0.61, -0.76

=====

A cluster of 2 separate species, C2H8N2 in total, computed with ωB97M-V/def2-TZVPD.

Cartesian coordinates (Å):
N1 -1.27335 -1.27637 -2.34186
H1 -0.33634 -1.65306 -2.19486
H2 -1.81804 -1.82228 -1.63493
H3 -1.67480 -1.58168 -3.20732
C1 1.81677 0.44942 0.99940
C2 0.68750 0.97460 1.58816
N2 -0.47868 1.26120 0.85540
H4 1.71969 -0.18377 0.10612
H5 2.71811 0.36426 1.70028
H6 0.61262 1.05345 2.66817
H7 -0.68633 0.90419 -0.05481
H8 -1.28714 1.51004 1.51626

Cartesian forces (eV/Å) of the 2 atoms listed first:
-0.604 -0.214 1.879
0.155 -0.042 -0.531

Summary:
Frontier orbital gap (alpha / beta) = 0.1028 / 0.3118 Ha
Multiplicity = 2
Energy above the lowest of the compared OMol25 structures with the same formula, charge and spin = 0.909 eV
Total charge = -1
M = 60.100 g/mol
E_HOMO (alpha / beta) = 1.3 / -4.6 eV
Energy = -190.41214 a.u.
Expectation value of S² = 0.75

For each atom in turn, the Mulliken charge in e is: -3.46, 0.71, 0.74, 1.23, -0.75, -0.44, -0.66, 0.49, 0.25, 0.25, 0.18, 0.46